Here is the molecule C5H11N3O2S from the Open Molecules 2025 dataset. Energies are from wB97M-V/def2-TZVPD.

Last column: natural (NBO) charge in e.
Element x y z (Å)
C -1.19206 2.26968 0.06980  -0.412
N -1.30549 0.82988 0.13219  -0.432
C -2.43707 -0.00359 -0.36727  -0.229
C -1.93234 -1.46351 -0.13109  -0.227
N -0.50270 -1.29265 0.26278  -0.571
C -0.25606 -0.03293 0.31757  0.725
O 0.96590 0.59124 0.64292  -0.716
S 2.37352 0.10879 0.01146  2.214
C 2.10332 -1.61705 -0.00650  -0.981
N 3.53349 0.34283 0.94993  -1.150
O 2.51105 0.67096 -1.33910  -0.935
H -1.76167 2.61614 0.87237  0.204
H -0.13943 2.42732 0.23305  0.235
H -1.31303 2.75872 -0.92872  0.203
H -2.54964 0.25495 -1.47134  0.185
H -3.45157 -0.03294 0.06339  0.209
H -2.47968 -1.78369 0.73519  0.200
H -2.00869 -2.07346 -1.09802  0.216
H 1.00146 -1.88925 0.33141  0.339
H 2.17480 -1.89890 -1.05088  0.256
H 2.71771 -2.08905 0.79742  0.272
H 3.94821 1.30652 0.97343  0.396

HOMO level (eV): -9.0
LUMO (Eh): 0.0260
Orbital gap (eV): 9.7

---

Here is the molecule C20H26N2O4S2 from the Open Molecules 2025 dataset. Energies are from wB97M-V/def2-TZVPD.

Last column: natural (NBO) charge in e.
Element x y z (Å)
C 5.99181 2.03926 -2.03784  -0.638
C 5.99596 2.12093 -0.51411  -0.063
O 5.73350 0.87320 0.09896  -0.490
C 4.46337 0.39389 0.14482  0.305
C 3.32281 1.05912 -0.29574  -0.260
C 2.07786 0.46897 -0.16985  -0.176
C 1.94802 -0.79450 0.38481  0.070
N 0.66453 -1.38283 0.45380  -0.703
C 0.17453 -1.95860 1.68622  -0.310
C -0.71445 -0.93978 2.41798  0.666
O -0.53163 -0.61876 3.57308  -0.627
N -1.70303 -0.46789 1.64221  -0.626
C -2.55760 0.61287 2.06974  -0.243
C -1.86532 1.96994 1.93430  -0.535
S -1.14815 2.26999 0.28907  0.177
C -2.63204 2.69927 -0.69600  -0.561
C -3.54531 1.53657 -0.91422  0.051
C -3.06159 0.36429 -1.48536  -0.264
C -3.89912 -0.72127 -1.66449  -0.185
C -5.22882 -0.64510 -1.28304  -0.225
C -5.71968 0.52243 -0.72378  -0.206
C -4.88084 1.60732 -0.53564  -0.259
S 0.01074 -1.90584 -0.96601  2.332
C 0.98702 -3.36349 -1.42907  -0.870
O 0.19401 -0.91143 -1.97629  -0.936
O -1.33250 -2.33082 -0.67856  -0.966
C 3.08646 -1.46944 0.81744  -0.202
C 4.32576 -0.87821 0.70650  -0.254
H 6.24952 3.00813 -2.45654  0.216
H 5.01427 1.74210 -2.40923  0.214
H 6.72272 1.30580 -2.36900  0.215
H 5.29004 2.88164 -0.16042  0.172
H 6.99567 2.38864 -0.16031  0.195
H 3.38006 2.04442 -0.72880  0.214
H 1.19641 0.98737 -0.50814  0.247
H 0.99513 -2.24126 2.34868  0.228
H -0.43008 -2.83595 1.44472  0.239
H -1.76788 -0.78890 0.68494  0.431
H -2.79452 0.46026 3.12811  0.222
H -3.47598 0.58127 1.48266  0.219
H -1.01355 2.01096 2.61290  0.242
H -2.55322 2.78338 2.16468  0.216
H -2.21829 3.05220 -1.64176  0.238
H -3.13727 3.52586 -0.19463  0.218
H -2.02282 0.29729 -1.77599  0.236
H -3.50089 -1.63004 -2.08730  0.224
H -5.88240 -1.49370 -1.42046  0.213
H -6.75626 0.58890 -0.42652  0.213
H -5.26547 2.51564 -0.09173  0.209
H 0.61077 -3.72454 -2.37688  0.253
H 2.01801 -3.04816 -1.52111  0.247
H 0.86615 -4.11344 -0.65887  0.236
H 3.00487 -2.45721 1.24761  0.214
H 5.21462 -1.38545 1.04702  0.227

HOMO level (eV): -8.5
LUMO (Eh): 0.0166
Orbital gap (eV): 8.9

---

Here is a cluster of 2 separate species, H4O2 in total from the Open Molecules 2025 dataset. Energies are from wB97M-V/def2-TZVPD.

Last column: natural (NBO) charge in e.
Element x y z (Å)
O 1.16914 -0.08020 -0.04264  -0.966
H 1.64342 -0.91878 0.08470  0.491
H 1.79912 0.65988 -0.18005  0.491
O -1.69290 -0.19638 -0.09091  -0.985
H -0.70091 -0.02916 0.02071  0.502
H -2.21787 0.56464 0.20819  0.467

HOMO level (eV): -10.6
LUMO (Eh): 0.0225
Orbital gap (eV): 11.3

---

Here is a structure of composition C23H25CrN6O7P2S from the Open Molecules 2025 dataset. Energies are from wB97M-V/def2-TZVPD.

Last column: natural (NBO) charge in e.
Element x y z (Å)
Cr -1.19342 0.49888 -0.19194  1.294
C 4.22612 -0.27170 3.87175  -0.628
C 3.33784 0.02289 2.68778  -0.027
C 3.55323 -0.56891 1.44321  -0.196
C 2.70852 -0.33871 0.37588  -0.208
C 1.60250 0.52142 0.45966  0.160
N 0.71257 0.71991 -0.61817  -0.654
C 1.28680 0.73495 -1.89920  0.133
C 2.50261 1.41369 -2.08944  -0.205
C 3.19208 1.40764 -3.27910  -0.194
C 2.68261 0.73126 -4.38642  -0.021
C 3.41621 0.70890 -5.70410  -0.627
C 1.45764 0.11909 -4.23880  -0.226
C 0.74846 0.12382 -3.03446  0.154
N -0.56501 -0.47424 -3.04866  -0.143
C -1.19042 -0.99626 -4.12680  0.002
C -2.52239 -1.13357 -3.83396  -0.321
C -2.64629 -0.65453 -2.53115  0.025
N -1.46468 -0.27397 -2.06199  -0.284
C 1.40621 1.11200 1.71002  0.140
C 2.23876 0.85329 2.79816  -0.249
N 0.28648 1.97714 1.93308  -0.161
C 0.21763 3.07044 2.71829  -0.010
C -1.09879 3.47409 2.76494  -0.314
C -1.78372 2.55980 1.96254  0.028
N -0.94203 1.65327 1.47977  -0.289
H 5.24596 -0.48701 3.55204  0.220
H 3.86568 -1.14174 4.42742  0.221
H 4.25903 0.57136 4.56406  0.215
H 4.39107 -1.24954 1.31530  0.214
H 2.89104 -0.84127 -0.56608  0.226
H 2.90626 1.95029 -1.23979  0.223
H 4.13006 1.94987 -3.35967  0.213
H 4.48982 0.58941 -5.54825  0.219
H 3.26714 1.63904 -6.25858  0.223
H 3.07394 -0.11295 -6.33512  0.213
H 1.03603 -0.36787 -5.10842  0.203
H -0.66419 -1.22482 -5.03467  0.226
H -3.30233 -1.51118 -4.47566  0.241
H -3.53112 -0.55088 -1.92427  0.238
H 2.01450 1.32560 3.75283  0.212
H 1.10936 3.48684 3.15940  0.233
H -1.50363 4.32649 3.28577  0.243
H -2.82914 2.51226 1.69557  0.248
C -3.69265 -2.09848 3.32218  -0.629
C -2.84700 -2.35473 2.08478  -0.478
O -2.65297 -3.77111 1.91306  -0.741
P -1.14830 -1.68878 2.25680  2.381
O -0.31213 -2.86683 2.91703  -0.982
O -1.21036 -0.62423 3.42683  -0.974
O -0.52717 -1.20804 0.98142  -1.081
P -3.61332 -1.59253 0.56750  2.363
O -2.89929 -2.56943 -0.53535  -1.019
O -5.07062 -1.77757 0.46766  -1.099
O -3.02396 -0.18486 0.52375  -1.119
H -3.24218 -2.56711 4.19772  0.222
H -4.68172 -2.52153 3.15288  0.246
H -3.79490 -1.02773 3.50691  0.236
H -2.71195 -3.95200 0.96456  0.502
H -0.59452 -3.72923 2.56260  0.533
H -0.33261 -0.29273 3.68120  0.521
H -3.58690 -2.86334 -1.15241  0.516
S -2.94433 4.57868 -1.62595  -0.192
C -2.29737 3.14976 -1.27706  0.229
N -1.83473 2.10731 -0.99886  -0.648

HOMO level (spin up / spin down) (eV): -7.4 / -7.5
LUMO (spin up / spin down) (Eh): 0.0094 / 0.0033
Multiplicity: 4
Orbital gap (spin up / spin down) (eV): 7.6 / 7.6

---

Here is a structure of composition C7H9N2O from the Open Molecules 2025 dataset. Energies are from wB97M-V/def2-TZVPD.

Last column: natural (NBO) charge in e.
Element x y z (Å)
C 0.27555 1.48199 -1.58350  -0.267
C 0.13430 0.60006 -2.57212  0.062
C 0.93079 -1.55036 0.35777  -0.247
C 0.70809 -2.24940 -0.77332  0.199
C -1.34273 0.70447 0.28779  -0.460
C -0.46431 0.30313 1.44385  -0.147
C -0.28748 0.34203 -0.63324  0.242
N -0.29567 -0.41505 -1.79110  -0.159
N 0.59458 -0.15987 0.39722  -0.357
O 0.12906 -1.77329 -1.86103  -0.279
H 0.43960 2.48767 -1.37727  0.240
H 0.40181 0.46561 -3.61603  0.249
H 1.64378 -1.86014 1.08141  0.252
H 0.87837 -3.31129 -0.97865  0.253
H -2.27553 0.14348 0.49958  0.275
H -1.51125 1.82647 0.29490  0.256
H -0.06320 1.10524 2.09538  0.231
H -0.63770 -0.51939 1.98002  0.218
H 1.42905 0.33629 0.54061  0.439

HOMO level (eV): -12.9
LUMO (Eh): -0.1132
Net charge: +1
Orbital gap (eV): 9.8